(i)
{"formula": "C2H2F2O2", "method": "ωB97M-V with the def2-TZVPD basis set", "symbols": ["C", "C", "H", "H", "O", "O", "F", "F"], "positions_angstrom": [[0.611, 0.297, -0.133], [-0.910, 0.058, 0.222], [2.092, -0.865, -0.291], [-1.058, 0.026, 1.289], [1.194, -0.878, -0.230], [1.065, 1.322, -0.189], [-1.378, -1.060, -0.310], [-1.617, 1.100, -0.358]], "lumo_energy_ev": 0.5, "orbital_gap_ev": 11.71, "e_homo_ha": -0.4105}

---

(ii)
{"formula": "C2H2F2O2", "method": "ωB97M-V with the def2-TZVPD basis set", "symbols": ["C", "C", "O", "O", "F", "F", "H", "H"], "positions_angstrom": [[-0.472, -0.287, -0.273], [-0.172, 0.960, 0.039], [-1.469, -0.725, -1.068], [1.511, 0.651, 1.666], [0.215, -1.364, 0.227], [-0.518, 2.176, -0.196], [-1.123, -1.546, -1.433], [2.028, 0.135, 1.038]], "lumo_energy_ev": [-1.8, -1.8], "orbital_gap_ev": [8.58, 8.58], "e_homo_ha": [-0.3809, -0.3810]}

---

Stability, descending: (i), (ii)